Density functional theory data (ωB97M-V/def2-TZVPD) for the molecule C4H3FO3 in a non-equilibrium geometry.

Output
energy above the lowest of the compared OMol25 structures with the same formula, charge and spin	2.7214	eV
E_HOMO	-0.2861	Eh
2S+1	1
energy	-13053.0393	eV
SMILES	Oc1cc(F)c(O)o1

Element x y z (Å)
C1 -1.07158 -0.17649 -0.09572
C2 -0.31553 -1.40882 -0.09284
C3 1.06772 -0.84080 -0.17554
C4 1.06965 0.56272 -0.30526
H1 -2.77054 0.82525 0.28071
H2 -0.68053 -2.37721 -0.27572
H3 1.15584 2.25053 0.58613
O1 -2.38638 -0.04458 0.05352
O2 1.87632 1.58764 -0.04973
O3 -0.29337 0.90869 -0.07033
F1 2.34841 -1.28693 0.14478

Here is what natural (NBO) gives for the atomic charges, in e: number 1, C, carries 0.627; number 2, C, carries -0.452; number 3, C, carries 0.275; number 4, C, carries 0.428; number 5, H, carries 0.512; number 6, H, carries 0.244; number 7, H, carries 0.498; number 8, O, carries -0.671; number 9, O, carries -0.647; number 10, O, carries -0.486; number 11, F, carries -0.327



Density functional theory data (ωB97M-V/def2-TZVPD) for a structure of composition C30H25As2F12HgN5O10 in a non-equilibrium geometry.

Output
energy above the lowest of the compared OMol25 structures with the same formula, charge and spin	0.8948	eV
E_HOMO	-0.3594	Eh
2S+1	1
energy	-217893.2409	eV

Element x y z (Å)
Hg1 -16.10699 5.45964 9.98799
As1 -14.88709 8.36965 10.75900
F1 -15.00025 6.77232 11.50498
F2 -15.42513 7.60359 9.23414
F3 -14.90587 9.97031 10.13200
F4 -14.48035 8.92519 12.36912
F5 -13.23201 8.17394 10.25524
F6 -16.61595 8.53195 11.13755
As2 -16.94100 2.32047 8.80744
F7 -16.10896 1.02949 7.97797
F8 -17.62254 2.94767 7.35483
F9 -17.57894 3.76550 9.63845
F10 -16.29182 1.75425 10.35091
F11 -15.45628 3.34995 8.72344
F12 -18.33482 1.30548 9.16812
C1 -18.05845 4.45207 2.98236
C2 -18.65751 5.12173 4.06314
C3 -17.87663 5.60309 5.09465
C4 -16.53336 5.28845 5.16216
C5 -15.89799 4.82247 4.02292
C6 -16.68004 4.36102 2.92805
N1 -15.73279 5.55527 6.34184
O1 -16.30189 5.64314 7.42282
O2 -14.52553 5.67389 6.25036
H1 -18.66606 4.17931 2.13025
H2 -19.70057 5.39250 3.98413
H3 -18.43246 6.11093 5.87143
H4 -14.83333 4.65974 3.94763
H5 -16.06239 3.80833 2.23446
C7 -12.25161 2.28920 15.20238
C8 -13.54600 2.08990 15.67911
C9 -14.65719 2.39935 14.92661
C10 -14.50623 3.04260 13.70492
C11 -13.23571 3.29498 13.25183
C12 -12.08056 2.92331 13.96622
N2 -15.72077 3.50238 12.97870
O3 -16.80036 3.26887 13.46693
O4 -15.58115 4.03582 11.89588
H6 -11.36084 2.13316 15.79502
H7 -13.65066 1.64471 16.65926
H8 -15.64941 2.11913 15.25294
H9 -13.08175 3.64208 12.23649
H10 -11.15498 3.29668 13.55466
C13 -9.90389 7.23284 6.65001
C14 -9.40250 6.43145 7.68284
C15 -10.20003 5.91163 8.70870
C16 -11.56395 6.02354 8.62823
C17 -12.10540 6.91188 7.69832
C18 -11.28090 7.47362 6.70404
N3 -12.45727 5.39768 9.57854
O5 -11.96416 4.70068 10.44542
O6 -13.66586 5.44186 9.42004
H11 -9.24256 7.61424 5.88718
H12 -8.39866 6.02971 7.62803
H13 -9.65339 5.46910 9.52846
H14 -13.13349 7.18054 7.51169
H15 -11.60932 8.18485 5.95731
C19 -22.35927 5.83921 6.92697
C20 -21.88800 5.37102 8.14354
C21 -20.62349 5.83154 8.59257
C22 -20.06101 6.93020 7.98592
C23 -20.73055 7.58832 6.94226
C24 -21.84876 7.02474 6.36439
N4 -18.71725 7.33795 8.36101
O7 -18.30118 8.36530 7.87304
O8 -18.04972 6.64854 9.12188
H16 -23.22469 5.40396 6.44499
H17 -22.30370 4.45855 8.54579
H18 -20.09173 5.32050 9.38375
H19 -20.23936 8.48240 6.58301
H20 -22.33012 7.50628 5.52621
C25 -18.14573 7.75092 16.39112
C26 -17.17959 6.86959 15.88206
C27 -17.42731 6.38626 14.59314
C28 -18.57518 6.75603 13.88915
C29 -19.59445 7.39157 14.54096
C30 -19.33082 8.04883 15.76413
N5 -18.73748 6.43359 12.49921
O9 -17.83432 5.88942 11.85988
O10 -19.81342 6.57969 11.92093
H21 -17.85250 8.32231 17.26511
H22 -16.19853 6.85886 16.33045
H23 -16.68337 5.74315 14.14556
H24 -20.55902 7.67213 14.14195
H25 -20.05138 8.79113 16.07051

Here is what Löwdin gives for the atomic charges, in e: number 1, Hg, carries 1.301; number 2, As, carries 0.807; number 3, F, carries -0.300; number 4, F, carries -0.297; number 5, F, carries -0.218; number 6, F, carries -0.243; number 7, F, carries -0.213; number 8, F, carries -0.264; number 9, As, carries 0.834; number 10, F, carries -0.239; number 11, F, carries -0.219; number 12, F, carries -0.312; number 13, F, carries -0.261; number 14, F, carries -0.306; number 15, F, carries -0.246; number 16, C, carries -0.060; number 17, C, carries -0.051; number 18, C, carries 0.003; number 19, C, carries -0.141; number 20, C, carries 0.018; number 21, C, carries -0.051; number 22, N, carries -0.281; number 23, O, carries -0.010; number 24, O, carries 0.102; number 25, H, carries 0.106; number 26, H, carries 0.106; number 27, H, carries 0.103; number 28, H, carries 0.118; number 29, H, carries 0.106; number 30, C, carries -0.060; number 31, C, carries -0.072; number 32, C, carries -0.008; number 33, C, carries -0.121; number 34, C, carries 0.003; number 35, C, carries -0.039; number 36, N, carries -0.302; number 37, O, carries 0.108; number 38, O, carries -0.020; number 39, H, carries 0.106; number 40, H, carries 0.108; number 41, H, carries 0.120; number 42, H, carries 0.095; number 43, H, carries 0.108; number 44, C, carries -0.055; number 45, C, carries -0.069; number 46, C, carries -0.002; number 47, C, carries -0.145; number 48, C, carries 0.007; number 49, C, carries -0.052; number 50, N, carries -0.296; number 51, O, carries 0.096; number 52, O, carries -0.017; number 53, H, carries 0.105; number 54, H, carries 0.104; number 55, H, carries 0.121; number 56, H, carries 0.100; number 57, H, carries 0.107; number 58, C, carries -0.068; number 59, C, carries -0.035; number 60, C, carries 0.026; number 61, C, carries -0.157; number 62, C, carries -0.012; number 63, C, carries -0.064; number 64, N, carries -0.301; number 65, O, carries 0.115; number 66, O, carries -0.039; number 67, H, carries 0.106; number 68, H, carries 0.109; number 69, H, carries 0.114; number 70, H, carries 0.118; number 71, H, carries 0.107; number 72, C, carries -0.082; number 73, C, carries -0.034; number 74, C, carries 0.020; number 75, C, carries -0.146; number 76, C, carries 0.011; number 77, C, carries -0.051; number 78, N, carries -0.280; number 79, O, carries -0.019; number 80, O, carries 0.088; number 81, H, carries 0.107; number 82, H, carries 0.111; number 83, H, carries 0.100; number 84, H, carries 0.121; number 85, H, carries 0.109



Density functional theory data (ωB97M-V/def2-TZVPD) for a cluster of 2 separate species, HN2O3S in total in a non-equilibrium geometry.

Output
energy above the lowest of the compared OMol25 structures with the same formula, charge and spin	6.9558	eV
E_HOMO (spin up / spin down)	-0.1305 / -0.1305	Eh
total charge	-1
2S+1	1
energy	-19969.3620	eV

Element x y z (Å)
N1 -0.66031 1.55498 1.19225
N2 -1.04730 1.03026 0.21528
O1 -2.09546 0.44871 -0.17198
O2 2.32222 -2.38119 0.07593
O3 -0.01996 0.96255 -1.06953
S1 1.22572 -1.70756 0.90763
H1 0.27509 0.09226 -1.14958

Here is what natural (NBO) gives for the atomic charges, in e: number 1, N, carries -0.384; number 2, N, carries 0.409; number 3, O, carries -0.593; number 4, O, carries -0.695; number 5, O, carries -0.843; number 6, S, carries 0.685; number 7, H, carries 0.420



Density functional theory data (ωB97M-V/def2-TZVPD) for a cluster of 8 separate species, C35H55N3O5 in total in a non-equilibrium geometry.

Output
energy above the lowest of the compared OMol25 structures with the same formula, charge and spin	0.8462	eV
E_HOMO	-0.3326	Eh
2S+1	1
energy	-51890.6895	eV
SMILES	c1ccncc1.c1ccncc1.c1ccncc1.C1CCOC1.C1CCOC1.C1CCOC1.C1CCOC1.C1CCOC1

Element x y z (Å)
C1 -0.18469 -2.33581 4.55870
C2 -0.47415 -1.89614 3.14748
C3 0.45201 -2.68863 2.28602
O1 1.64181 -2.59355 3.11927
C4 1.34108 -2.43420 4.51701
H1 -0.66921 -3.27867 4.81239
H2 -0.53253 -1.63038 5.31334
H3 -0.23238 -0.83793 3.04825
H4 -1.49902 -2.09507 2.83415
H5 0.63914 -2.28812 1.28969
H6 0.07126 -3.70784 2.22018
H7 1.80649 -1.50410 4.84321
H8 1.72688 -3.23700 5.14532
C5 -2.95724 6.85459 0.73332
C6 -1.62862 6.30451 1.25057
C7 -1.97798 4.88684 1.54438
O2 -3.31009 4.63827 1.18810
C8 -3.65868 5.61294 0.20215
H9 -2.76377 7.62766 -0.01035
H10 -3.59249 7.19929 1.54925
H11 -1.19774 6.81804 2.11007
H12 -0.90668 6.36302 0.43603
H13 -1.83585 4.70157 2.60907
H14 -1.37519 4.12638 1.04793
H15 -4.73423 5.78977 0.20639
H16 -3.40238 5.38683 -0.83288
C9 3.14994 -4.59630 0.83312
C10 3.88185 -3.57079 0.01369
C11 2.76133 -2.89998 -0.77705
O3 1.69527 -3.85289 -0.86559
C12 2.03382 -5.00021 -0.08095
H17 2.63437 -4.17177 1.69454
H18 3.77306 -5.41395 1.19543
H19 4.57492 -3.96889 -0.72744
H20 4.45873 -2.82863 0.56551
H21 3.14732 -2.66258 -1.76839
H22 2.51424 -1.95625 -0.29083
H23 2.34594 -5.73994 -0.81815
H24 1.13222 -5.43436 0.35118
C13 0.06144 4.41544 -2.71370
C14 -1.02881 3.37575 -2.56506
C15 -0.87137 2.52585 -3.83216
O4 0.16490 3.16519 -4.62839
C16 1.02114 3.80955 -3.68953
H25 0.56584 4.68980 -1.78720
H26 -0.29768 5.32767 -3.19009
H27 -2.03081 3.75088 -2.35674
H28 -0.84202 2.67232 -1.75365
H29 -1.80120 2.47125 -4.39832
H30 -0.67208 1.47280 -3.63347
H31 1.63070 4.52996 -4.23501
H32 1.74188 3.10245 -3.27888
C17 2.10743 -2.11474 -5.75985
C18 2.00614 -0.61917 -5.87777
C19 1.97173 -0.13500 -4.40903
O5 1.21483 -1.15417 -3.80860
C20 1.46484 -2.44536 -4.40981
H33 3.13596 -2.47548 -5.76930
H34 1.55910 -2.63795 -6.54323
H35 1.09231 -0.27632 -6.36302
H36 2.86661 -0.21910 -6.41407
H37 1.41009 0.79479 -4.31874
H38 2.97247 -0.04561 -3.98640
H39 0.51758 -2.98375 -4.44043
H40 2.21406 -2.98689 -3.83231
N1 -0.13040 2.56131 3.97249
C21 -1.28716 1.97554 4.38945
C22 -1.34472 1.24957 5.59852
C23 -0.14715 1.18685 6.38673
C24 1.04792 1.74755 5.94547
C25 0.98778 2.45451 4.77487
H41 -2.15285 1.98285 3.74374
H42 -2.22917 0.78303 6.00655
H43 -0.23911 0.63007 7.30756
H44 1.99705 1.78092 6.45970
H45 1.86950 2.98499 4.44693
N2 -0.83849 -0.12781 -0.18760
C26 -0.78934 1.01571 0.55505
C27 0.30452 1.87892 0.54047
C28 1.37541 1.49846 -0.27709
C29 1.34347 0.35360 -1.09692
C30 0.13484 -0.40931 -1.06319
H46 -1.53622 1.13981 1.32523
H47 0.49315 2.68962 1.22865
H48 2.19755 2.19718 -0.22933
H49 2.18588 0.05914 -1.70523
H50 0.00117 -1.25315 -1.72384
N3 -1.76466 -5.45727 -0.91990
C31 -3.02452 -6.02004 -0.88142
C32 -4.18787 -5.26104 -0.63814
C33 -4.02068 -3.91259 -0.38073
C34 -2.80062 -3.31199 -0.39630
C35 -1.72704 -4.11687 -0.62229
H51 -3.07673 -7.07869 -1.08860
H52 -5.15927 -5.72793 -0.70737
H53 -4.90357 -3.32413 -0.17920
H54 -2.79496 -2.25010 -0.19942
H55 -0.80725 -3.61492 -0.88389

Here is what Löwdin gives for the atomic charges, in e: number 1, C, carries -0.163; number 2, C, carries -0.195; number 3, C, carries -0.178; number 4, O, carries -0.165; number 5, C, carries -0.178; number 6, H, carries 0.113; number 7, H, carries 0.090; number 8, H, carries 0.108; number 9, H, carries 0.117; number 10, H, carries 0.107; number 11, H, carries 0.120; number 12, H, carries 0.108; number 13, H, carries 0.113; number 14, C, carries -0.162; number 15, C, carries -0.164; number 16, C, carries -0.244; number 17, O, carries -0.121; number 18, C, carries -0.200; number 19, H, carries 0.112; number 20, H, carries 0.114; number 21, H, carries 0.113; number 22, H, carries 0.105; number 23, H, carries 0.109; number 24, H, carries 0.097; number 25, H, carries 0.118; number 26, H, carries 0.107; number 27, C, carries -0.161; number 28, C, carries -0.160; number 29, C, carries -0.206; number 30, O, carries -0.154; number 31, C, carries -0.210; number 32, H, carries 0.093; number 33, H, carries 0.119; number 34, H, carries 0.110; number 35, H, carries 0.115; number 36, H, carries 0.103; number 37, H, carries 0.095; number 38, H, carries 0.116; number 39, H, carries 0.112; number 40, C, carries -0.171; number 41, C, carries -0.148; number 42, C, carries -0.172; number 43, O, carries -0.141; number 44, C, carries -0.226; number 45, H, carries 0.109; number 46, H, carries 0.116; number 47, H, carries 0.104; number 48, H, carries 0.079; number 49, H, carries 0.115; number 50, H, carries 0.100; number 51, H, carries 0.122; number 52, H, carries 0.108; number 53, C, carries -0.172; number 54, C, carries -0.156; number 55, C, carries -0.208; number 56, O, carries -0.185; number 57, C, carries -0.158; number 58, H, carries 0.110; number 59, H, carries 0.109; number 60, H, carries 0.117; number 61, H, carries 0.110; number 62, H, carries 0.099; number 63, H, carries 0.117; number 64, H, carries 0.126; number 65, H, carries 0.099; number 66, N, carries 0.061; number 67, C, carries -0.141; number 68, C, carries -0.058; number 69, C, carries -0.073; number 70, C, carries -0.087; number 71, C, carries -0.141; number 72, H, carries 0.095; number 73, H, carries 0.096; number 74, H, carries 0.098; number 75, H, carries 0.103; number 76, H, carries 0.099; number 77, N, carries 0.065; number 78, C, carries -0.143; number 79, C, carries -0.099; number 80, C, carries -0.076; number 81, C, carries -0.051; number 82, C, carries -0.135; number 83, H, carries 0.090; number 84, H, carries 0.082; number 85, H, carries 0.099; number 86, H, carries 0.083; number 87, H, carries 0.092; number 88, N, carries 0.069; number 89, C, carries -0.129; number 90, C, carries -0.074; number 91, C, carries -0.106; number 92, C, carries -0.090; number 93, C, carries -0.149; number 94, H, carries 0.091; number 95, H, carries 0.095; number 96, H, carries 0.104; number 97, H, carries 0.095; number 98, H, carries 0.082



Density functional theory data (ωB97M-V/def2-TZVPD) for the molecule C3H5NO3.

Output
energy above the lowest of the compared OMol25 structures with the same formula, charge and spin	4.5989	eV
E_HOMO	-0.3204	Eh
2S+1	1
energy	-10821.0889	eV
SMILES	C=C(N)OOC=O

Element x y z (Å)
N1 0.84781 0.51214 1.57594
C1 0.27442 -0.42963 0.72662
O1 -1.11271 -0.39033 0.65536
C2 0.90163 -1.35634 0.00559
O2 -0.69902 -0.19606 -1.98192
C3 -1.24536 0.71055 -1.43093
O3 -1.51262 0.82355 -0.10237
H1 1.66338 0.96518 1.18894
H2 0.18509 1.17062 1.95821
H3 1.97984 -1.46282 0.02722
H4 0.32354 -1.96569 -0.67436
H5 -1.60600 1.61884 -1.94830

Here is what natural (NBO) gives for the atomic charges, in e: number 1, N, carries -0.838; number 2, C, carries 0.395; number 3, O, carries -0.241; number 4, C, carries -0.460; number 5, O, carries -0.547; number 6, C, carries 0.622; number 7, O, carries -0.279; number 8, H, carries 0.385; number 9, H, carries 0.390; number 10, H, carries 0.205; number 11, H, carries 0.236; number 12, H, carries 0.132



Which value of 2S+1 does entry 1 give?
1



Which formula does entry 3 have?
HN2O3S



Which formula does entry 1 have?
C4H3FO3